1.
C31H69BBr2IN3O8P3S | ωB97M-V/def2-TZVPD

LUMO energy = -2.32 eV
E = -8881.3012 Eh
net charge = +1

The geometry in XYZ format:
```
119
C31H69BBr2IN3O8P3S (ωB97M-V/def2-TZVPD)
C 0.25 -0.47 3.52
C 0.14 -1.73 2.64
O -0.82 -1.62 1.60
C -0.47 -0.65 0.62
C -0.86 -1.14 -0.78
C -0.77 -2.70 -0.76
C 0.59 -3.31 -0.42
C 1.25 -4.00 -1.61
I 3.21 -4.65 -1.11
C -2.35 -0.92 -1.14
B -3.37 -1.10 0.11
C -3.55 -0.07 1.27
O -4.16 -2.23 0.10
N -2.73 0.33 -1.91
C -1.60 1.24 -2.42
P -1.19 2.28 -0.94
C 0.44 2.58 -0.27
C -2.53 3.34 -0.32
P -2.53 2.31 -3.68
O -1.71 2.26 -5.03
O -2.41 3.82 -3.16
S -4.37 1.80 -3.89
C -0.52 0.31 -3.02
P -1.36 -0.91 -4.28
O -1.49 -0.39 -5.64
C 0.65 0.86 -3.83
Br 1.68 -0.54 -4.70
C 1.19 2.05 -4.04
C 2.39 2.37 -4.89
Br 0.47 3.61 -3.23
C 0.11 -0.65 -1.90
O 1.26 -0.01 -1.41
C 2.44 -0.80 -1.29
C 3.70 0.05 -1.54
C 4.72 -0.68 -2.44
C 4.37 0.50 -0.24
C 4.97 -0.70 0.53
C 3.39 1.25 0.68
H 0.17 -0.74 4.57
H 1.22 0.00 3.38
H -0.50 0.27 3.26
H -0.19 -2.56 3.26
H 1.12 -1.99 2.25
H -0.97 0.27 0.88
H 0.60 -0.45 0.68
H -1.03 -3.03 -1.77
H -1.53 -3.12 -0.11
H 1.26 -2.61 0.07
H 0.43 -4.09 0.32
H 1.28 -3.40 -2.51
H 0.69 -4.90 -1.84
H -2.61 -1.74 -1.79
H -3.44 -0.60 2.21
H -4.60 0.25 1.25
H -2.93 0.82 1.23
H -3.81 -2.83 0.76
H -3.36 0.07 -2.68
H -3.31 0.92 -1.32
H 0.64 2.03 0.65
H 1.26 2.38 -0.95
H 0.52 3.64 -0.02
H -2.45 3.36 0.76
H -2.51 4.35 -0.72
H -3.51 2.93 -0.55
H -2.29 2.54 -5.75
H -2.45 4.40 -3.94
H -2.63 -1.24 -3.76
H -0.67 -2.12 -4.15
H 3.29 1.97 -4.43
H 2.49 3.44 -5.00
H 2.25 1.96 -5.88
H 0.43 -1.54 -2.43
H 2.44 -1.62 -2.01
H 2.52 -1.19 -0.27
H 3.37 0.95 -2.07
H 5.70 -0.67 -1.99
H 4.45 -1.72 -2.63
H 4.81 -0.20 -3.41
H 5.16 1.21 -0.47
H 6.05 -0.62 0.64
H 4.54 -0.76 1.52
H 4.69 -1.61 0.01
H 2.47 0.68 0.84
H 3.19 2.24 0.28
H 3.85 1.39 1.65
C -8.18 0.40 1.87
C -7.53 -0.67 1.00
C -8.51 -1.41 0.08
O -9.33 -2.36 0.73
C -10.47 -1.84 1.40
N -6.78 -1.59 1.86
H -8.70 -0.03 2.73
H -7.42 1.08 2.27
H -8.89 1.00 1.30
H -6.81 -0.17 0.35
H -7.92 -1.98 -0.64
H -9.13 -0.70 -0.49
H -10.88 -0.98 0.86
H -10.24 -1.56 2.43
H -11.22 -2.63 1.42
H -6.25 -2.23 1.27
H -7.45 -2.19 2.34
C 8.61 0.59 4.52
C 8.00 1.80 3.83
C 6.62 2.21 4.37
O 5.56 1.36 3.95
C 5.44 0.15 4.69
N 7.96 1.55 2.38
H 8.17 -0.35 4.18
H 9.68 0.54 4.31
H 8.49 0.65 5.61
H 8.67 2.65 4.00
H 6.37 3.19 3.96
H 6.63 2.31 5.46
H 5.72 0.29 5.74
H 6.06 -0.63 4.25
H 4.40 -0.17 4.65
H 7.67 2.40 1.91
H 7.19 0.90 2.21
```

---

2.
C27H19N9O5S4V | ωB97M-V/def2-TZVPD

LUMO energy (spin up / spin down) = 3.31 / 3.31 eV
spin multiplicity = 4
E = -4446.3358 Eh
⟨S²⟩ = 3.760
net charge = -2

The geometry in XYZ format:
```
65
C27H19N9O5S4V (ωB97M-V/def2-TZVPD)
V -1.99 1.25 -2.63
S 1.19 4.28 -2.60
S 0.80 3.53 -4.49
S -1.27 3.40 -4.73
S -1.88 1.44 -5.04
O -4.30 -3.97 0.97
C -5.17 -3.30 0.36
O -6.40 -3.27 0.50
C -4.57 -2.31 -0.65
C -3.49 -2.68 -1.45
C -2.87 -1.74 -2.24
N -3.24 -0.45 -2.26
C -4.32 -0.09 -1.55
C -5.02 -1.00 -0.76
C -4.68 1.40 -1.59
O -5.73 1.76 -1.09
O -3.80 2.13 -2.16
H -3.11 -3.69 -1.40
H -2.02 -1.99 -2.86
H -5.88 -0.65 -0.20
C -2.28 -1.06 2.33
N -2.10 0.06 1.42
C -1.54 0.07 0.21
N -1.65 1.27 -0.33
C -2.32 1.97 0.63
N -2.60 1.29 1.71
C -1.09 -1.33 3.22
C -1.28 -2.04 4.40
C -0.21 -2.37 5.22
C 1.08 -1.99 4.86
C 1.28 -1.29 3.68
C 0.19 -0.95 2.87
C 2.62 -0.90 3.28
N 3.74 -1.03 3.90
N 4.72 -0.50 3.07
C 4.11 -0.08 2.01
O 2.78 -0.30 2.07
C 4.65 0.59 0.83
C 5.97 1.03 0.83
C 6.46 1.70 -0.28
C 5.64 1.92 -1.38
C 4.32 1.47 -1.39
C 3.47 1.79 -2.59
N 2.24 1.03 -2.69
C 1.06 1.33 -2.15
N 0.12 0.58 -2.69
C 0.81 -0.19 -3.59
N 2.10 0.04 -3.61
C 3.84 0.80 -0.28
H -2.52 -1.95 1.75
H -3.16 -0.83 2.92
H -1.10 -0.80 -0.24
H -2.61 3.00 0.50
H -2.29 -2.35 4.68
H -0.37 -2.92 6.13
H 1.93 -2.25 5.48
H 0.37 -0.39 1.97
H 6.59 0.86 1.70
H 7.48 2.05 -0.29
H 6.03 2.46 -2.24
H 4.01 1.60 -3.51
H 3.17 2.85 -2.58
H 0.91 2.14 -1.46
H 0.33 -0.89 -4.25
H 2.82 0.45 -0.27
```

---

3.
C30H29AuN3S2Se | ωB97M-V/def2-TZVPD

LUMO energy = -5.64 eV
E = -4658.1345 Eh
net charge = +1

The geometry in XYZ format:
```
66
C30H29AuN3S2Se (ωB97M-V/def2-TZVPD)
Au -0.29 -0.50 -1.47
C -3.05 -2.48 -1.06
C -2.38 -2.32 0.26
N -1.53 -1.37 0.55
C -1.05 -1.50 1.81
C -1.50 -2.58 2.51
S -2.62 -3.43 1.54
C 0.34 0.63 1.65
C 0.87 1.67 2.34
S 1.26 2.93 1.26
C 0.67 2.02 -0.05
N 0.21 0.83 0.30
C 0.67 2.54 -1.44
H -3.46 -1.52 -1.38
H -3.86 -3.21 -1.02
H -2.33 -2.79 -1.82
H -1.27 -2.92 3.50
H 1.03 1.78 3.40
H 1.07 3.55 -1.48
H -0.34 2.54 -1.85
H 1.27 1.89 -2.08
N -0.10 -0.56 2.31
C 0.43 -0.77 3.58
C -0.46 -0.89 4.70
C -0.12 -1.65 5.84
C -1.00 -1.73 6.90
C -2.21 -1.06 6.86
C -2.57 -0.31 5.74
C -1.70 -0.23 4.66
C 1.87 -0.84 3.71
C 2.52 -0.47 4.90
C 3.90 -0.55 4.99
C 4.64 -1.01 3.90
C 4.01 -1.38 2.72
C 2.63 -1.28 2.62
H 0.81 -2.20 5.85
H -0.74 -2.32 7.77
H -2.89 -1.12 7.70
H -3.51 0.21 5.71
H -1.97 0.36 3.79
H 1.95 -0.07 5.72
H 4.40 -0.26 5.90
H 5.72 -1.08 3.98
H 4.59 -1.73 1.88
H 2.13 -1.58 1.70
C -0.45 3.55 -7.48
C -0.35 2.39 -6.53
C 0.73 1.51 -6.57
C 0.82 0.43 -5.71
C 2.02 -0.48 -5.83
C -0.19 0.22 -4.76
Se -0.03 -1.36 -3.67
C -1.30 1.08 -4.71
C -2.47 0.88 -3.78
C -1.35 2.15 -5.59
H 0.49 3.70 -8.01
H -0.70 4.47 -6.96
H -1.23 3.37 -8.23
H 1.52 1.68 -7.30
H 2.71 -0.10 -6.58
H 1.73 -1.49 -6.12
H 2.55 -0.57 -4.88
H -2.15 0.74 -2.74
H -3.03 -0.02 -4.06
H -3.14 1.73 -3.83
H -2.20 2.82 -5.54
```

---

4.
C16H18N2O4S | ωB97M-V/def2-TZVPD

LUMO energy = 0.15 eV
E = -1429.0951 Eh

The geometry in XYZ format:
```
41
C16H18N2O4S (ωB97M-V/def2-TZVPD)
C 1.17 5.05 -0.52
C 1.94 3.95 -1.23
C 1.40 3.78 -2.69
S 3.63 4.74 -1.24
C 1.87 2.59 -0.33
N 0.42 2.14 -0.13
C -0.02 1.30 0.84
C -1.03 0.37 0.70
N -1.31 -0.49 1.72
C -2.20 -1.27 1.15
C -2.94 -2.31 1.98
C -2.33 -3.65 1.64
C -1.82 -4.61 2.67
C -1.19 -5.79 2.24
C -0.89 -6.03 0.89
C -1.14 -5.06 -0.08
C -1.79 -3.91 0.28
O -2.45 -0.98 -0.15
C -1.78 0.07 -0.47
O -1.65 0.67 -1.56
C 2.60 1.34 -1.00
O 3.85 1.36 -1.12
O 1.80 0.35 -1.52
H 0.16 4.59 -0.42
H 1.72 5.29 0.43
H 1.13 6.04 -0.99
H 0.36 3.74 -2.66
H 1.80 2.88 -3.22
H 1.72 4.58 -3.36
H 4.52 3.80 -1.70
H 2.39 2.70 0.65
H -0.02 2.01 -1.07
H 0.40 1.55 1.76
H -4.03 -2.27 1.80
H -2.72 -1.94 2.98
H -1.95 -4.44 3.75
H -0.86 -6.54 2.89
H -0.25 -6.84 0.55
H -0.79 -5.17 -1.11
H -2.20 -3.26 -0.51
H 2.43 -0.34 -1.83
```

---

5.
C4H10NOS | ωB97M-V/def2-TZVPD

LUMO energy = -3.38 eV
E = -686.3138 Eh
net charge = +1

The geometry in XYZ format:
```
17
C4H10NOS (ωB97M-V/def2-TZVPD)
C -2.06 0.56 -0.75
C -0.82 0.44 0.08
O -0.99 0.29 1.42
N -0.01 -0.90 -0.39
C 1.30 -0.87 0.39
C 1.83 0.52 0.25
S 0.52 1.69 -0.26
H -1.84 0.42 -1.75
H -2.55 1.52 -0.65
H -2.68 -0.22 -0.65
H -0.30 0.67 1.90
H 0.11 -1.13 -1.41
H -0.65 -1.68 -0.13
H 2.10 -1.54 -0.01
H 1.05 -1.24 1.39
H 2.42 0.95 1.10
H 2.58 0.52 -0.54
```

---

6.
C4H6F6NOP | ωB97M-V/def2-TZVPD

LUMO energy = 0.64 eV
E = -1226.5561 Eh

The geometry in XYZ format:
```
19
C4H6F6NOP (ωB97M-V/def2-TZVPD)
C -0.30 -1.84 -1.28
N -0.57 -0.63 -0.51
C -1.71 -0.76 0.38
P 0.78 0.30 -0.25
O 1.92 0.03 -1.07
C -0.01 2.05 -0.61
F 0.87 2.78 0.07
F -1.22 2.38 -0.16
F -0.01 2.22 -1.97
C 1.44 0.61 1.59
F 0.64 1.28 2.45
F 1.69 -0.60 2.17
F 2.62 1.26 1.66
H 0.84 -1.77 -1.68
H -0.26 -2.73 -0.58
H -0.79 -2.07 -2.14
H -2.55 -0.80 -0.20
H -1.59 -1.72 0.98
H -1.77 -0.01 1.14
```

---

7.
C6H9NO3 | ωB97M-V/def2-TZVPD

LUMO energy = 0.41 eV
E = -514.4224 Eh

The geometry in XYZ format:
```
19
C6H9NO3 (ωB97M-V/def2-TZVPD)
C 1.10 -1.32 -1.91
N 0.38 -0.10 -1.69
C -0.06 0.33 -0.45
C -0.51 1.76 -0.47
C -0.22 -0.47 0.63
O 0.12 -1.82 0.65
C -0.69 0.09 1.91
O -1.66 -0.53 2.69
C 0.10 1.07 2.24
O 0.86 1.95 2.36
H 2.08 -1.33 -1.41
H 0.52 -2.16 -1.53
H 1.25 -1.45 -2.98
H 0.72 0.67 -2.25
H 0.32 2.43 -0.23
H -1.30 1.94 0.25
H -0.88 2.01 -1.46
H 0.13 -2.12 1.57
H -2.29 -0.94 2.08
```

---

8.
C10H7AgNO3 | ωB97M-V/def2-TZVPD

LUMO energy (spin up / spin down) = -9.26 / -12.65 eV
spin multiplicity = 2
E = -811.9158 Eh
⟨S²⟩ = 0.774
net charge = +2

The geometry in XYZ format:
```
22
C10H7AgNO3 (ωB97M-V/def2-TZVPD)
O 2.72 -1.66 -1.03
C 3.14 -1.02 -0.09
C 2.59 0.36 0.35
C 1.11 0.49 0.14
C 0.54 1.79 -0.17
C -0.82 1.97 -0.35
C -1.62 0.84 -0.21
C -1.04 -0.47 0.09
C 0.30 -0.67 0.27
C -2.21 -1.47 0.18
O -2.20 -2.65 0.04
N -3.33 -0.60 0.50
C -3.15 0.61 -0.33
O -3.97 1.18 -0.95
H 3.97 -1.44 0.50
H 2.78 0.44 1.45
H 3.14 1.21 -0.09
H 1.22 2.64 -0.28
H -1.27 2.93 -0.60
H 0.71 -1.67 0.50
H -3.01 -0.24 1.42
Ag 0.42 -2.55 -1.34
```

---

9.
C23H47O11S5Zn | ωB97M-V/def2-TZVPD

LUMO energy = -1.73 eV
E = -5502.1451 Eh
net charge = +1

The geometry in XYZ format:
```
87
C23H47O11S5Zn (ωB97M-V/def2-TZVPD)
Zn 0.07 0.22 0.10
C 2.44 -1.35 -2.79
C 2.24 -1.91 -1.38
C 3.52 -1.95 -0.52
O 1.32 -1.17 -0.67
H 3.00 -0.41 -2.72
H 1.54 -1.23 -3.40
H 3.12 -1.90 -3.45
H 1.98 -2.93 -1.66
H 3.39 -2.41 0.46
H 4.11 -1.04 -0.43
H 4.26 -2.53 -1.07
C 1.40 3.04 -4.59
C 2.53 2.44 -3.85
C 2.41 3.23 -2.53
S 0.74 3.01 -1.94
O 0.16 4.22 -1.31
O 0.49 1.73 -1.21
C 0.16 2.82 -3.68
H 1.27 2.44 -5.49
H 1.50 4.12 -4.68
H 3.48 2.46 -4.37
H 2.39 1.37 -3.71
H 2.53 4.30 -2.70
H 3.22 3.15 -1.80
H -0.75 3.37 -3.92
H -0.16 1.80 -3.91
C -1.29 -4.80 0.59
C -0.09 -4.99 1.61
C 0.53 -3.61 1.80
S -0.95 -2.49 2.04
O -0.70 -1.20 1.44
O -1.31 -2.57 3.45
C -2.12 -3.58 1.07
H -1.97 -5.65 0.59
H -0.86 -4.58 -0.39
H 0.56 -5.74 1.16
H -0.37 -5.41 2.58
H 0.89 -3.38 0.79
H 1.30 -3.54 2.56
H -2.31 -3.09 0.11
H -3.05 -3.72 1.61
C -3.22 4.08 1.10
C -2.35 4.78 2.16
C -1.18 3.84 2.62
S -1.77 2.14 2.28
O -1.96 1.52 3.62
O -1.08 1.49 1.16
C -3.42 2.59 1.59
H -2.58 4.08 0.21
H -4.08 4.72 0.88
H -3.05 5.05 2.94
H -1.96 5.71 1.74
H -0.79 3.82 3.64
H -0.37 4.00 1.91
H -4.18 2.60 2.37
H -3.74 1.84 0.86
C -3.36 -2.80 -2.81
C -4.38 -2.20 -1.83
C -4.09 -0.64 -1.84
S -2.28 -0.48 -2.17
O -1.57 -0.38 -0.89
O -2.12 0.42 -3.29
C -2.02 -2.18 -2.74
H -3.79 -2.55 -3.79
H -3.29 -3.88 -2.84
H -4.30 -2.57 -0.81
H -5.36 -2.46 -2.23
H -4.44 0.10 -1.11
H -4.61 -0.38 -2.76
H -1.42 -2.75 -2.04
H -1.63 -2.13 -3.76
C 3.04 -0.30 4.52
C 4.03 -0.27 3.35
C 3.87 1.04 2.70
S 2.07 1.39 2.68
O 1.44 0.93 1.46
O 1.85 2.73 3.21
C 1.62 0.11 3.93
H 3.35 0.37 5.32
H 2.91 -1.18 5.15
H 3.88 -1.04 2.59
H 5.04 -0.53 3.66
H 4.42 1.30 1.80
H 4.22 1.73 3.46
H 1.06 -0.72 3.51
H 0.98 0.55 4.70
```

---

10.
C5H7NO | ωB97M-V/def2-TZVPD

LUMO energy = 0.78 eV
E = -324.5740 Eh

The geometry in XYZ format:
```
14
C5H7NO (ωB97M-V/def2-TZVPD)
C 0.44 -0.14 -2.10
C 0.18 -0.09 -0.63
C -0.51 0.89 0.02
C -0.61 0.64 1.43
N -1.23 1.20 2.37
O 0.21 -0.56 1.66
C 0.61 -1.13 0.23
H 1.43 -0.56 -2.32
H -0.30 -0.78 -2.60
H 0.38 0.86 -2.54
H -0.96 1.77 -0.43
H -1.01 0.79 3.27
H 1.66 -1.42 0.28
H -0.29 -1.46 1.36
```

---

11.
C5H6O2 | ωB97M-V/def2-TZVPD

LUMO energy = 0.96 eV
E = -344.5338 Eh

The geometry in XYZ format:
```
13
C5H6O2 (ωB97M-V/def2-TZVPD)
C 0.52 -2.29 -1.35
C 0.34 -1.32 -0.66
C 0.13 -0.14 0.18
C 1.32 0.81 0.13
O -1.03 0.56 -0.32
C -1.98 0.86 0.58
O -1.96 0.61 1.75
H 0.67 -3.15 -1.96
H -0.07 -0.44 1.21
H 1.55 1.09 -0.90
H 2.21 0.33 0.57
H 1.10 1.71 0.71
H -2.80 1.37 0.06
```

---

12.
C4H4IN2O5P | ωB97M-V/def2-TZVPD

LUMO energy (spin up / spin down) = 5.37 / 4.22 eV
spin multiplicity = 3
E = -1279.7000 Eh
⟨S²⟩ = 2.014
net charge = -2

The geometry in XYZ format:
```
17
C4H4IN2O5P (ωB97M-V/def2-TZVPD)
C -1.72 1.16 1.06
C -0.59 1.48 -0.96
C -0.56 0.35 1.03
C 1.02 -0.19 -0.74
N -1.71 1.82 -0.24
N 0.09 0.54 -0.14
O 2.31 -2.65 -0.94
O -0.28 -2.46 -0.57
O -2.72 1.27 1.77
O -0.23 1.94 -2.03
O 1.28 -2.09 1.31
P 1.28 -1.97 -0.16
I 3.80 0.89 0.59
H -0.24 -0.09 2.01
H -0.69 -2.44 0.32
H 1.43 0.16 -1.66
H -2.47 2.30 -0.62
```

---

- Which formula does entry 4 have?
  C16H18N2O4S